45
Properties=species:S:1:pos:R:3:forces:R:3:nbo_charge:R:1 method="wB97M-V/def2-TZVPD" homo_lumo_gap_ev=10.13 multiplicity=1 energy_ev=-27216.7874 smiles=COC(C[C@H]1O[C@H]1[C@@H](O)[C@@H](C)OCc1ccccc1)OC
C 3.62121 1.00328 1.81701 0.1 0.0 0.1 -0.254
O 3.34626 0.47316 0.53867 -0.1 -0.1 -0.2 -0.560
C 3.70562 -0.87353 0.39285 -0.2 -0.4 0.0 0.390
C 2.96361 -1.43819 -0.83130 0.1 0.3 0.5 -0.489
C 1.55479 -1.89020 -0.48870 0.1 -0.2 -0.9 0.069
O 0.95797 -1.43890 0.69734 0.0 0.2 1.5 -0.498
C 0.39045 -0.99460 -0.50172 -0.2 0.2 -1.0 0.058
C 0.48936 0.48458 -0.83849 -0.1 -0.2 0.8 0.041
O 0.20199 0.69930 -2.19651 -0.2 0.0 -0.4 -0.711
C -0.48254 1.27298 0.06295 0.6 0.2 -0.2 0.089
C -0.27504 2.77747 -0.09805 -0.3 -0.4 0.0 -0.640
O -1.77868 0.85520 -0.33050 0.1 -0.1 -0.1 -0.568
C -2.82591 1.17778 0.56265 -0.2 0.1 0.1 -0.093
C -3.94162 0.18620 0.36225 0.1 0.2 0.0 0.045
C -5.20307 0.58953 -0.04964 0.1 0.0 0.1 -0.234
C -6.21016 -0.34273 -0.23405 -0.1 0.0 0.0 -0.207
C -5.96093 -1.68663 -0.01781 -0.1 0.0 0.0 -0.216
C -4.70124 -2.09668 0.38698 0.1 -0.1 0.0 -0.195
C -3.69816 -1.16485 0.57895 0.0 0.0 0.0 -0.231
O 5.09839 -1.03523 0.32051 0.0 0.0 0.1 -0.545
C 5.72566 -0.36922 -0.75970 0.0 0.0 0.0 -0.267
H 3.36689 2.06044 1.77207 0.0 0.0 0.1 0.191
H 4.67840 0.88683 2.07308 0.0 0.1 0.0 0.182
H 3.00913 0.50523 2.57666 0.0 0.0 0.0 0.176
H 3.42089 -1.44492 1.29042 0.0 0.2 -0.1 0.170
H 3.52682 -2.29833 -1.19403 0.0 0.1 0.0 0.228
H 2.93680 -0.67500 -1.61015 0.1 0.0 -0.1 0.230
H 1.36087 -2.94229 -0.69109 0.0 0.0 0.0 0.181
H -0.58256 -1.42656 -0.73517 0.0 0.0 0.0 0.183
H 1.50829 0.83571 -0.65938 -0.2 0.0 0.0 0.216
H -0.75541 0.61006 -2.29632 0.0 0.0 0.0 0.478
H -0.29808 0.97927 1.10825 0.0 0.0 -0.1 0.177
H 0.73212 3.03877 0.21296 0.1 0.1 0.1 0.215
H -0.40608 3.05393 -1.14146 0.0 0.1 -0.1 0.223
H -0.98617 3.33149 0.50993 0.0 0.1 0.1 0.207
H -3.18572 2.20086 0.38240 0.0 -0.1 0.1 0.175
H -2.46025 1.11667 1.59939 0.0 0.0 -0.1 0.178
H -5.40024 1.63764 -0.22420 0.0 0.1 0.0 0.210
H -7.19054 -0.01848 -0.55119 -0.1 0.0 0.0 0.213
H -6.74592 -2.41372 -0.16522 -0.1 -0.1 0.0 0.213
H -4.50222 -3.14481 0.55654 0.0 -0.1 0.0 0.212
H -2.71517 -1.47940 0.89788 0.1 0.0 0.0 0.215
H 5.55840 -0.89563 -1.70446 0.0 0.0 0.0 0.168
H 6.78972 -0.36411 -0.53158 0.0 0.0 -0.1 0.194
H 5.36211 0.65764 -0.84905 0.1 0.0 0.0 0.183

=====

52
Properties=species:S:1:pos:R:3:forces:R:3:mulliken_charge:R:1 method="wB97M-V/def2-TZVPD" homo_lumo_gap_ev="4.82 / 4.82" multiplicity=1 energy_ev=-35371.5103
O 2.73420 0.48541 -4.24727 4.0 -2.1 1.8 -0.596
H 3.80205 0.36001 -4.14805 -3.8 0.8 -0.7 0.352
Ba 1.91936 -0.68882 0.07820 -1.1 -3.7 2.3 1.691
N -0.62600 -0.11558 -0.79739 -2.1 -0.3 -2.7 0.792
N 0.77738 -1.36968 -2.36582 -2.2 -1.4 -2.5 0.487
O -1.45855 0.50871 0.11430 -0.3 0.4 1.4 -0.809
O 1.48254 -2.30636 -3.03575 -0.8 1.7 0.3 -0.807
C -1.21307 -0.21816 -2.01003 2.2 0.3 3.1 0.332
C -0.40590 -0.93256 -2.93432 4.3 -1.7 -0.1 -0.226
C -2.53288 0.30743 -2.38117 -0.5 -0.1 -0.3 -1.656
C -0.74623 -1.15370 -4.39578 -0.1 -0.1 0.1 -1.529
H -3.28558 -0.06500 -1.69176 -0.2 0.2 0.2 0.306
H -2.80785 0.00070 -3.39295 0.1 0.0 0.2 0.424
H -2.51259 1.39095 -2.36601 -0.1 0.2 0.2 0.316
H 0.04082 -1.77927 -4.89830 -0.8 0.7 0.7 0.284
H -0.80985 -0.14798 -4.89287 0.0 -0.9 0.3 0.316
H -1.74103 -1.65980 -4.45861 0.7 0.3 -0.3 0.406
H -0.97848 0.30021 0.96140 -0.6 0.4 -1.0 0.287
H 2.51542 -0.22794 -3.56086 -0.2 1.3 -1.4 0.252
O 2.59676 -3.09288 -0.94233 0.5 -0.9 0.2 -0.640
H 2.28238 -2.97974 -1.91739 -0.3 0.3 0.2 0.368
H 2.90434 -4.00330 -0.79322 -0.2 0.6 -0.3 0.200
C 2.51440 1.21732 -0.88983 2.0 2.3 -6.2 -1.573
H 3.53377 0.46460 -1.26980 -2.7 1.5 0.3 0.139
H 1.41461 0.85050 -1.53675 3.1 0.8 1.1 0.584
H 2.76972 2.04715 -1.67574 -0.3 -0.6 1.6 0.144
O -1.25860 2.96293 -1.17455 -0.6 0.7 0.6 -0.607
H -1.46122 2.27952 -0.50782 0.3 -0.2 -0.2 0.369
H -1.77044 3.72623 -0.84452 0.4 -0.4 -0.4 0.328
C -2.24129 -3.62849 3.55794 0.6 0.1 -0.2 -0.465
C -1.88087 -2.60237 4.45594 0.0 -0.2 -0.3 -0.524
C -1.05599 -1.56049 4.04732 -0.3 -0.4 -0.3 -0.419
C -0.60021 -1.52057 2.72731 0.1 -1.2 0.2 0.347
C -0.85777 -2.57981 1.82456 -0.2 0.0 0.6 0.019
C -1.67869 -3.62807 2.25656 -0.5 -0.1 0.4 -0.700
N 0.08428 -0.41465 2.22537 0.6 3.2 2.2 0.385
N 0.33884 0.52879 3.10319 -1.6 -3.6 -0.5 -0.739
C 0.62454 1.77128 2.62029 1.4 2.3 -1.5 0.262
C 0.58555 2.91496 3.47167 -0.1 -1.4 -0.3 -0.530
C 0.76351 4.17031 2.88012 0.0 -0.3 0.2 -0.281
C 1.02688 4.23725 1.50538 -0.4 0.1 1.1 -0.873
C 1.07008 3.06183 0.76802 0.2 -0.1 -0.1 -0.253
N 0.93329 1.86410 1.31113 -0.9 0.1 0.7 0.297
H -2.90976 -4.45195 3.89131 0.6 0.7 -0.4 0.344
H -2.24490 -2.59918 5.47806 -0.1 -0.1 -0.1 0.367
H -0.76102 -0.73528 4.68229 -0.2 -0.2 0.2 0.472
H -0.41349 -2.58797 0.81781 -0.4 0.1 0.5 0.283
H -1.94091 -4.45421 1.57871 0.3 0.5 0.3 0.369
H 0.41001 2.71199 4.53934 0.0 0.5 -0.6 0.437
H 0.67303 5.06899 3.50472 0.2 -0.4 -0.4 0.375
H 1.19659 5.19030 1.03183 -0.1 0.1 -0.1 0.435
H 1.19881 3.08235 -0.30393 0.2 0.0 0.1 0.458

=====

48
Properties=species:S:1:pos:R:3:forces:R:3:nbo_charge:R:1 method="wB97M-V/def2-TZVPD" homo_lumo_gap_ev=7.86 multiplicity=1 energy_ev=-39656.3826
C 3.25016 -1.86438 1.54489 4.4 -4.9 -7.6 -0.621
H 2.86859 -2.78838 0.93334 0.7 1.2 1.1 0.199
H 3.29455 -2.14939 2.47594 0.4 -1.0 5.2 0.206
H 4.29250 -1.70364 1.05250 -0.8 -0.7 1.4 0.192
C 2.54391 -0.78336 1.15418 -6.6 4.2 6.0 -0.131
C 2.94673 0.56791 2.01280 -0.5 -3.7 0.7 -0.649
H 2.80767 0.64642 3.17464 0.1 -0.7 -2.3 0.205
H 2.40403 1.25836 1.48834 -0.8 2.6 -0.9 0.223
H 3.97156 0.50805 1.75837 1.4 1.1 0.1 0.210
H 2.34155 -0.55417 0.17105 -0.1 0.4 -2.1 0.202
C 0.76433 -1.23260 1.81406 9.9 10.8 7.8 0.006
N 0.04455 -0.17350 1.41518 -3.1 5.9 -3.6 -0.576
C -0.40330 0.09255 0.06838 -2.2 -2.1 5.6 0.633
O -0.67918 -0.83872 -0.61996 0.9 -2.4 -3.1 -0.632
C -1.28009 1.28384 -0.13110 -2.9 3.0 7.6 -0.285
N -1.12820 1.91900 -1.29993 -1.1 0.7 -6.2 -0.708
C -1.91394 1.62918 -2.48719 -5.0 -5.5 6.6 0.093
C -1.90904 2.29730 -3.57512 -0.2 2.6 -7.6 -0.313
C -2.91307 1.84442 -4.76956 5.0 4.8 2.9 0.449
C -3.81280 0.95477 -4.47865 -3.2 -3.9 -6.4 -0.323
C -3.74584 0.09963 -3.41223 0.4 1.3 7.9 -0.193
C -3.02656 0.47934 -2.14721 1.1 3.7 -10.5 -0.185
H -3.09773 -0.17211 -1.40193 0.2 -2.2 3.3 0.209
H -4.59586 -0.53885 -3.14031 0.5 -0.3 -0.9 0.224
H -4.45322 0.42241 -5.50394 1.6 2.2 3.1 0.225
F -2.77193 2.63372 -5.88403 -0.6 -1.5 1.2 -0.315
H -1.07954 3.12404 -3.79049 -2.2 -1.8 0.5 0.304
S 0.35225 1.95167 -1.82602 8.4 8.1 1.7 2.183
O 0.66618 3.32447 -2.45161 -1.9 -4.4 -0.4 -0.914
O 1.18926 2.05742 -0.56211 -1.6 -2.6 -2.0 -0.949
C 0.84864 0.54929 -2.87010 5.0 4.2 -0.9 -0.808
H 0.54893 0.69400 -3.87513 -0.8 0.0 -0.8 0.255
H 0.50545 -0.24953 -2.37649 -1.0 -3.4 1.4 0.250
H 2.12693 0.67856 -2.95494 -3.9 -0.5 0.8 0.281
H -0.91368 2.18835 0.61370 -1.2 -2.6 -0.9 0.243
H -2.60978 1.16150 0.13599 4.6 0.0 -0.8 0.268
H 0.20396 0.71866 1.78431 0.6 1.3 1.3 0.374
H 0.45370 -1.75608 1.23748 -5.5 -13.6 -11.8 0.149
C 0.71213 -1.54645 3.23393 2.8 0.1 1.9 -0.219
C 0.44309 -3.08100 3.47409 -1.4 5.1 -3.0 -0.596
H -0.43993 -3.12359 2.83370 -0.3 -1.4 0.9 0.216
H 1.25333 -3.49596 3.07893 3.1 -2.4 -2.5 0.203
H 0.55514 -3.33823 4.43132 -1.1 -0.9 4.0 0.211
C -0.28094 -0.73341 3.93030 -4.9 -10.6 -7.4 -0.534
H -0.19447 0.12668 4.06548 2.2 13.6 1.6 0.174
H -0.54786 -1.13943 4.75732 -1.4 -2.8 5.7 0.201
H -1.30252 -0.82824 3.29360 1.9 0.3 1.3 0.168
H 1.71040 -1.12050 3.62424 -0.9 -1.4 -0.1 0.196

=====

45
Properties=species:S:1:pos:R:3:forces:R:3:nbo_charge:R:1 method="wB97M-V/def2-TZVPD" charge=+1 homo_lumo_gap_ev=8.06 multiplicity=1 energy_ev=-24051.2290 smiles=CC(C)[NH+]1CCN(C[C@H]2COc3ccccc3O2)CC1
C 1.74627 -1.68428 -2.08240 -7.9 -6.7 -3.8 -0.566
C 0.12065 -1.58269 -1.94379 2.2 -4.1 0.4 -0.024
C -0.71958 -2.83479 -2.58187 17.5 -2.3 -0.8 -0.537
N -0.19205 -1.28859 -0.53411 0.7 -2.3 1.2 -0.453
C -0.12032 -2.59232 0.52016 3.2 6.0 -0.7 -0.164
C 0.05981 -1.87990 1.96373 -2.0 -0.7 -5.2 -0.231
N -0.44661 -0.48859 1.77693 13.9 -3.1 7.6 -0.477
C 0.18355 0.23573 2.96149 -11.8 9.5 -9.1 -0.155
C 1.02485 1.53290 2.49331 -8.4 1.6 3.7 0.037
C 1.93593 1.31216 1.51415 5.1 -6.2 -3.2 -0.173
O 1.40065 0.96790 0.01973 4.7 -2.5 7.6 -0.484
C 0.53510 1.89029 -0.10267 -1.9 2.0 -11.6 0.139
C 0.47134 1.97173 -1.70283 -4.0 5.1 2.3 -0.251
C -0.45180 3.03108 -2.15505 0.8 -3.0 2.7 -0.219
C -1.23852 3.78776 -1.12184 2.3 -2.3 -8.2 -0.202
C -1.13218 3.64975 0.10306 4.6 -3.7 5.9 -0.207
C -0.10625 2.73979 0.66868 -2.7 0.8 -8.3 0.234
O -0.01492 2.64032 1.84941 1.7 -1.6 13.4 -0.477
C -1.49886 -0.35742 1.12488 -11.5 3.9 -2.3 -0.229
C -1.47149 -0.64433 -0.45177 -1.2 -5.7 7.3 -0.220
H 1.90346 -1.62605 -3.11463 1.0 -0.5 -1.3 0.235
H 2.04100 -2.50684 -1.49632 0.6 -1.8 -0.3 0.203
H 2.09271 -0.98941 -1.61991 4.1 8.9 5.0 0.187
H -0.29982 -0.84469 -2.48283 -0.6 3.3 -1.7 0.204
H -1.58102 -2.87347 -2.38422 -12.7 0.1 1.7 0.159
H -0.21658 -3.03781 -3.65686 -2.0 0.6 2.4 0.258
H -0.28520 -3.82462 -1.92674 -1.0 2.3 -1.9 0.178
H 0.53692 -0.71048 0.00839 -1.0 0.1 -1.5 0.519
H 0.75745 -2.94222 0.06424 1.5 -1.3 0.3 0.207
H -0.86153 -3.14891 0.17233 -3.7 -2.5 -0.3 0.205
H -0.42679 -2.57650 2.54442 -2.2 -0.8 2.2 0.207
H 1.04885 -2.05560 2.22206 2.2 0.9 0.4 0.217
H -0.80924 0.69448 3.54048 2.8 -1.0 -1.0 0.216
H 0.76584 -0.09630 3.55945 6.9 -6.1 7.1 0.172
H 1.08641 1.95988 3.55792 1.5 0.1 -2.1 0.285
H 2.52774 0.33858 1.84481 -1.2 1.5 -0.8 0.219
H 2.73766 1.95124 1.45400 1.4 2.2 -0.9 0.239
H 1.19476 1.41432 -2.31277 -0.6 0.2 0.3 0.224
H -0.83153 3.10785 -3.15626 0.6 0.3 -0.5 0.217
H -1.82213 4.54844 -1.40613 -2.3 2.5 -1.8 0.213
H -1.51769 4.30086 0.75674 -1.8 2.1 2.5 0.216
H -2.26601 -0.94338 1.72342 -0.5 -0.2 -1.6 0.165
H -2.00904 0.69345 1.24532 1.3 -1.5 -0.2 0.259
H -1.51106 0.12953 -1.02171 -0.5 4.9 -3.6 0.226
H -2.34075 -1.36885 -0.43440 1.1 0.7 -1.3 0.229

=====

Copy entry 1 word for word.
45
Properties=species:S:1:pos:R:3:forces:R:3:nbo_charge:R:1 method="wB97M-V/def2-TZVPD" homo_lumo_gap_ev=10.13 multiplicity=1 energy_ev=-27216.7874 smiles=COC(C[C@H]1O[C@H]1[C@@H](O)[C@@H](C)OCc1ccccc1)OC
C 3.62121 1.00328 1.81701 0.1 0.0 0.1 -0.254
O 3.34626 0.47316 0.53867 -0.1 -0.1 -0.2 -0.560
C 3.70562 -0.87353 0.39285 -0.2 -0.4 0.0 0.390
C 2.96361 -1.43819 -0.83130 0.1 0.3 0.5 -0.489
C 1.55479 -1.89020 -0.48870 0.1 -0.2 -0.9 0.069
O 0.95797 -1.43890 0.69734 0.0 0.2 1.5 -0.498
C 0.39045 -0.99460 -0.50172 -0.2 0.2 -1.0 0.058
C 0.48936 0.48458 -0.83849 -0.1 -0.2 0.8 0.041
O 0.20199 0.69930 -2.19651 -0.2 0.0 -0.4 -0.711
C -0.48254 1.27298 0.06295 0.6 0.2 -0.2 0.089
C -0.27504 2.77747 -0.09805 -0.3 -0.4 0.0 -0.640
O -1.77868 0.85520 -0.33050 0.1 -0.1 -0.1 -0.568
C -2.82591 1.17778 0.56265 -0.2 0.1 0.1 -0.093
C -3.94162 0.18620 0.36225 0.1 0.2 0.0 0.045
C -5.20307 0.58953 -0.04964 0.1 0.0 0.1 -0.234
C -6.21016 -0.34273 -0.23405 -0.1 0.0 0.0 -0.207
C -5.96093 -1.68663 -0.01781 -0.1 0.0 0.0 -0.216
C -4.70124 -2.09668 0.38698 0.1 -0.1 0.0 -0.195
C -3.69816 -1.16485 0.57895 0.0 0.0 0.0 -0.231
O 5.09839 -1.03523 0.32051 0.0 0.0 0.1 -0.545
C 5.72566 -0.36922 -0.75970 0.0 0.0 0.0 -0.267
H 3.36689 2.06044 1.77207 0.0 0.0 0.1 0.191
H 4.67840 0.88683 2.07308 0.0 0.1 0.0 0.182
H 3.00913 0.50523 2.57666 0.0 0.0 0.0 0.176
H 3.42089 -1.44492 1.29042 0.0 0.2 -0.1 0.170
H 3.52682 -2.29833 -1.19403 0.0 0.1 0.0 0.228
H 2.93680 -0.67500 -1.61015 0.1 0.0 -0.1 0.230
H 1.36087 -2.94229 -0.69109 0.0 0.0 0.0 0.181
H -0.58256 -1.42656 -0.73517 0.0 0.0 0.0 0.183
H 1.50829 0.83571 -0.65938 -0.2 0.0 0.0 0.216
H -0.75541 0.61006 -2.29632 0.0 0.0 0.0 0.478
H -0.29808 0.97927 1.10825 0.0 0.0 -0.1 0.177
H 0.73212 3.03877 0.21296 0.1 0.1 0.1 0.215
H -0.40608 3.05393 -1.14146 0.0 0.1 -0.1 0.223
H -0.98617 3.33149 0.50993 0.0 0.1 0.1 0.207
H -3.18572 2.20086 0.38240 0.0 -0.1 0.1 0.175
H -2.46025 1.11667 1.59939 0.0 0.0 -0.1 0.178
H -5.40024 1.63764 -0.22420 0.0 0.1 0.0 0.210
H -7.19054 -0.01848 -0.55119 -0.1 0.0 0.0 0.213
H -6.74592 -2.41372 -0.16522 -0.1 -0.1 0.0 0.213
H -4.50222 -3.14481 0.55654 0.0 -0.1 0.0 0.212
H -2.71517 -1.47940 0.89788 0.1 0.0 0.0 0.215
H 5.55840 -0.89563 -1.70446 0.0 0.0 0.0 0.168
H 6.78972 -0.36411 -0.53158 0.0 0.0 -0.1 0.194
H 5.36211 0.65764 -0.84905 0.1 0.0 0.0 0.183